{
  "formula": "C32H37N9O4S3Sn",
  "method": "ωB97M-V/def2-TZVPD",
  "total_charge": -2,
  "relative_energy_kcal_mol": 12.6,
  "gap_ev": 6.27,
  "elements": ["Sn", "O", "C", "N", "C", "C", "C", "C", "C", "C", "N", "C", "C", "C", "C", "C", "N", "H", "H", "H", "H", "H", "H", "H", "H", "H", "H", "C", "C", "S", "C", "C", "S", "H", "H", "H", "H", "H", "H", "N", "C", "C", "C", "C", "C", "C", "S", "O", "O", "N", "C", "N", "C", "C", "C", "N", "H", "H", "H", "H", "H", "H", "H", "H", "H", "C", "N", "C", "C", "C", "N", "C", "C", "O", "H", "H", "H", "H", "H", "H", "H", "H", "H", "H", "H", "H"],
  "positions_angstrom": [[-0.08173, -1.32201, -0.93793], [0.42481, 3.82200, 0.67984], [0.56135, 2.63821, 1.07547], [1.48201, 1.75562, 0.77802], [2.43962, 2.29312, -0.19320], [1.96751, 2.46151, -1.60718], [2.92851, 2.93909, -2.53578], [2.60253, 2.97364, -3.87999], [1.35503, 2.54809, -4.28633], [0.50744, 2.05238, -3.31077], [0.79232, 1.98327, -2.01080], [-0.56966, 2.13782, 2.02579], [-1.11356, 2.96805, 2.99219], [-2.05072, 2.45850, 3.85057], [-2.52876, 1.14194, 3.70643], [-1.96584, 0.42896, 2.64571], [-1.01820, 0.88355, 1.83934], [2.80486, 3.27457, 0.09511], [3.28521, 1.66540, -0.19168], [3.90719, 3.26477, -2.16905], [3.29429, 3.41324, -4.58171], [1.01920, 2.52718, -5.30569], [-0.45075, 1.62220, -3.60099], [-0.72541, 4.00159, 3.03816], [-2.35550, 3.09214, 4.67022], [-3.26749, 0.67811, 4.35804], [-2.32132, -0.54883, 2.38906], [2.09843, -2.00963, -5.23137], [1.19684, -2.06857, -4.00484], [1.67381, -0.98500, -2.72077], [0.18502, -2.96127, -3.95410], [-0.25382, -3.85490, -5.09696], [-0.87618, -3.14955, -2.59092], [2.61514, -2.89549, -5.42308], [2.85265, -1.24242, -5.14541], [1.57817, -1.76928, -6.14596], [0.29371, -3.69312, -6.04267], [-1.29392, -3.67726, -5.30541], [-0.18378, -4.88360, -4.70445], [5.04559, 0.48408, 4.52688], [3.78654, -0.15660, 4.46423], [2.74491, 0.40808, 3.74621], [1.57564, -0.30245, 3.55471], [1.48186, -1.59432, 4.11992], [2.48976, -2.13656, 4.92114], [3.61427, -1.38250, 5.07520], [0.11051, -2.59411, 3.66424], [-1.08181, -1.90155, 4.04286], [0.32164, -3.85255, 4.36291], [0.12757, -2.66684, 2.02458], [1.08474, -3.33060, 1.36173], [1.13432, -2.97168, 0.03698], [1.99003, -3.62563, -0.74003], [2.85150, -4.57737, -0.25945], [2.78560, -4.81036, 1.10252], [1.91007, -4.25994, 1.93288], [5.29556, 0.99735, 3.72351], [5.76908, -0.16468, 4.73530], [2.84691, 1.40091, 3.34632], [0.75908, 0.07362, 2.93476], [2.37371, -3.13825, 5.29697], [4.43373, -1.88771, 5.57648], [1.98386, -3.28717, -1.76146], [3.52564, -5.07562, -0.95423], [3.50388, -5.46662, 1.54265], [-4.17338, -0.54058, -2.36915], [-4.38207, 0.60144, -1.46865], [-4.96818, 0.30675, -0.14598], [-5.24687, 1.63140, 0.59223], [-4.00701, 2.50137, 0.56751], [-3.51250, 2.69594, -0.79917], [-2.35190, 3.59742, -0.90097], [-3.58529, 1.69901, -1.74473], [-3.06597, 1.82693, -2.81934], [-4.85499, -1.34675, -2.08692], [-3.14088, -0.92778, -2.32096], [-4.39231, -0.17668, -3.37421], [-4.37939, -0.37407, 0.46669], [-5.92580, -0.18845, -0.31566], [-5.54005, 1.41651, 1.63252], [-6.06588, 2.14327, 0.09891], [-3.20054, 2.04080, 1.16548], [-4.17530, 3.47978, 0.97187], [-2.56255, 4.27811, -1.74636], [-1.45334, 3.01821, -0.95846], [-2.28896, 4.17239, 0.01061]],
  "lowdin_charge": [0.763, -0.075, -0.568, 0.053, -0.222, -0.268, -0.040, -0.110, -0.098, -0.182, 0.100, -0.205, -0.052, -0.099, -0.063, -0.200, 0.098, 0.101, 0.087, 0.105, 0.086, 0.086, 0.102, 0.117, 0.086, 0.097, 0.088, -0.150, -0.769, 0.506, -0.822, -0.162, 0.437, 0.044, 0.043, 0.061, 0.062, 0.045, 0.065, 0.080, -0.324, -0.026, -0.020, -0.276, -0.070, -0.074, 0.574, -0.336, -0.365, -0.086, -0.463, -0.099, -0.192, -0.074, -0.155, 0.136, 0.063, 0.058, 0.102, 0.084, 0.102, 0.100, 0.034, 0.092, 0.089, -0.047, -0.082, -0.156, -0.152, -0.167, -0.076, -0.023, -0.535, 0.058, 0.080, 0.049, 0.080, 0.114, 0.105, 0.112, 0.103, 0.097, 0.109, 0.094, 0.063, 0.073]
}